{
  "formula": "C2H4N4OS",
  "method": "ωB97M-V with the def2-TZVPD basis set",
  "species": ["S", "O", "H", "N", "N", "C", "N", "C", "N", "H", "H", "H"],
  "positions_angstrom": [[-3.1311, -0.0130, 0.0743], [-0.8473, 1.8943, -0.1509], [2.2575, -0.1958, 1.0298], [1.8067, 0.5895, 0.3743], [0.6485, 0.0078, -0.2863], [-1.5424, -0.3994, 0.2097], [-0.8335, -1.5960, 0.0943], [0.3872, -1.3073, -0.2668], [-0.5531, 0.5834, 0.2003], [1.2039, -2.0916, -0.3850], [2.4138, 0.6999, -0.4534], [-1.8101, 1.8283, -0.4403]],
  "spin_multiplicity": 1,
  "homo_energy_ev": -8.73,
  "lumo_energy_ha": -0.0123,
  "smiles": "Nn1cnc(=S)n1O",
  "homo_lumo_gap_ev": 8.40,
  "e_above_lowest_kcal_mol": 71.56
}

{
  "formula": "C6H9BO3",
  "method": "ωB97M-V with the def2-TZVPD basis set",
  "species": ["O", "C", "H", "C", "H", "C", "H", "H", "H", "O", "C", "B", "H", "C", "H", "O", "C", "H", "H"],
  "positions_angstrom": [[1.3800, 1.6890, -1.5611], [0.0136, 0.5285, 0.1451], [-1.8850, -0.5264, 1.4095], [-0.2668, -0.8322, 0.1886], [0.9205, -2.7852, -0.2488], [-1.2951, -1.3505, 1.1442], [-0.9983, 1.6288, 2.4059], [-1.9999, -2.1050, 0.6264], [-0.8387, -1.8941, 1.9409], [-0.8780, 2.5797, 2.2214], [1.3070, -0.8213, -1.4763], [-0.6502, 2.9773, 1.0107], [1.1993, -1.0393, -2.6213], [0.4122, -1.8090, -0.6992], [2.4327, -0.9088, -1.1735], [-0.5028, 3.6948, 0.0237], [0.9000, 0.6843, -0.9310], [-0.4401, -2.2561, -1.3327], [1.1896, 2.5456, -1.0725]],
  "spin_multiplicity": 1,
  "homo_energy_ev": -8.28,
  "lumo_energy_ha": -0.0112,
  "smiles": "CC1=C=C(O)CC1.O=BO",
  "homo_lumo_gap_ev": 7.97,
  "e_above_lowest_kcal_mol": 61.80
}

{
  "formula": "C29H47AsBrCuN12SSi",
  "method": "ωB97M-V with the def2-TZVPD basis set",
  "species": ["H", "N", "Br", "C", "H", "N", "H", "H", "H", "H", "H", "H", "C", "C", "H", "C", "N", "N", "C", "H", "H", "C", "H", "N", "H", "C", "N", "H", "N", "H", "C", "C", "N", "H", "H", "As", "H", "H", "H", "C", "H", "C", "H", "H", "H", "N", "C", "N", "N", "H", "H", "H", "C", "H", "H", "H", "H", "C", "C", "N", "C", "Cu", "H", "H", "C", "H", "C", "C", "H", "C", "C", "H", "C", "H", "C", "C", "C", "H", "S", "H", "H", "C", "C", "H", "H", "H", "C", "C", "H", "Si", "H", "H", "H"],
  "positions_angstrom": [[0.9279, 1.0059, -6.6792], [0.3435, 3.1196, 2.2143], [0.7995, -0.2644, 0.1014], [-2.3397, 1.1812, 1.6856], [-0.6768, -4.5663, -1.8445], [0.9498, 4.8983, -0.6381], [-0.4739, -5.2240, 0.3003], [-4.5920, 2.1216, -0.0468], [2.1905, -5.1699, 0.5892], [-3.8544, 0.8828, -1.0904], [1.8145, -2.6447, -3.7794], [-1.6472, -2.7105, 2.8119], [-3.7914, 1.9218, -0.7612], [0.1500, 3.0427, -2.8399], [-2.6205, 4.6929, -0.2543], [1.4948, 1.0846, -4.1422], [0.2205, 1.4915, -6.1544], [1.7068, 2.1364, 3.5930], [2.2831, 2.2665, 2.4155], [3.0523, -4.5823, -0.8341], [-2.0372, -1.7766, -0.0021], [2.5769, -2.8907, 2.1520], [-0.4163, -2.1387, -3.6878], [1.1043, 2.3819, -2.1684], [-1.4117, -4.9695, 1.7740], [2.5832, -3.0032, 0.6196], [4.3395, 1.8723, -1.2486], [-3.9268, 2.5666, -1.6308], [3.5615, 1.8349, 2.1362], [0.2880, -4.4812, -3.3159], [-0.6136, -3.1289, 0.9687], [-3.4406, 1.6393, 2.5876], [1.4858, 2.8607, 1.5335], [-1.6609, 4.4937, 1.2224], [1.0326, -5.0023, -1.8026], [-2.0310, 2.2792, 0.0537], [-0.2742, 2.1940, -6.6770], [-0.9543, 3.3580, -4.6379], [1.9303, -3.6329, 2.6207], [3.7102, -2.0767, 0.1270], [2.2672, -1.8983, 2.4875], [-5.4903, 2.5372, 4.2768], [3.8931, -4.7198, 0.7069], [-3.4059, 4.1029, 1.2288], [-6.2804, 2.8818, 4.9324], [3.4966, 2.2103, -0.2349], [-4.2180, 3.0941, 4.3559], [0.4849, 2.6886, 3.4173], [5.1958, 1.0906, 0.5887], [-2.2059, 3.0707, 3.5939], [3.5943, -3.0624, 2.5203], [4.6460, -2.3802, 0.6089], [0.7936, 6.0418, -0.4286], [2.5159, 0.8867, -2.2769], [-4.9131, 0.2927, 1.8064], [-1.4042, -2.1328, -2.2285], [2.0574, 0.2914, -4.6187], [-0.4028, -1.9426, -2.6085], [-1.9333, -2.8377, 0.2372], [5.3263, 1.2186, -0.7511], [-0.7074, -2.4166, 2.3301], [1.8252, 3.2214, -0.3470], [3.5354, -1.0345, 0.3942], [0.1020, -2.6845, 3.0047], [0.3085, -4.3074, -2.2336], [-0.3621, 3.8154, -2.2846], [1.7515, 1.4138, -2.8297], [-3.2039, 2.6512, 3.5218], [2.7931, -3.1911, -2.4200], [-0.5221, -4.6427, 1.2233], [1.9808, -2.5230, -2.7022], [-1.3914, 1.1651, 2.2217], [4.0659, 1.7120, 0.8612], [-0.7149, -1.3313, 2.2300], [-5.7357, 1.5285, 3.3563], [-0.1746, 2.7854, -4.1513], [0.5195, 1.7916, -4.8426], [3.8691, -2.1218, -0.9472], [0.5605, 7.6282, -0.1948], [4.0380, 1.3277, 2.8611], [-2.7683, -3.1165, 0.8898], [-4.7172, 1.0859, 2.5201], [2.9372, -4.4519, 0.2429], [0.3478, -4.9015, 1.8286], [2.3049, -1.4943, -2.5290], [-2.5379, 0.1800, 1.2972], [-2.4862, 4.0859, 0.6429], [0.6707, -2.8374, -1.9644], [-6.7206, 1.0815, 3.2915], [0.8694, -2.5018, -0.0794], [-2.0353, -3.4091, -0.6853], [-4.0157, 3.8776, 5.0757], [-0.1865, -0.8833, -2.4666]],
  "total_charge": -1,
  "spin_multiplicity": 2,
  "homo_energy_ev": [-5.60, -5.57],
  "lumo_energy_ha": [0.0799, 0.0628],
  "homo_lumo_gap_ev": [7.77, 7.28]
}

{
  "formula": "C3H5FOS",
  "method": "ωB97M-V with the def2-TZVPD basis set",
  "species": ["C", "H", "O", "H", "C", "S", "F", "H", "C", "H", "H"],
  "positions_angstrom": [[0.1545, -1.2121, 0.3096], [1.6761, -0.1504, -0.3477], [1.4219, -1.2184, -0.2289], [-0.2119, -2.1561, -0.1442], [-0.8704, -0.0529, -0.0134], [-2.4307, -0.0583, 0.0441], [1.0908, 1.3969, 0.3831], [-0.7442, 2.0696, 0.0874], [-0.1013, 1.2033, -0.2453], [-0.0833, -1.1161, 1.5229], [0.0986, 1.2946, -1.3676]],
  "spin_multiplicity": 1,
  "homo_energy_ev": -9.06,
  "lumo_energy_ha": -0.0145,
  "smiles": "OCC(=S)CF",
  "homo_lumo_gap_ev": 8.67,
  "e_above_lowest_kcal_mol": 50.14
}

{
  "formula": "C3H3NS",
  "method": "ωB97M-V with the def2-TZVPD basis set",
  "species": ["N", "S", "C", "C", "H", "H", "H", "C"],
  "positions_angstrom": [[-0.3251, 0.9495, 0.1189], [2.0126, -0.3297, -0.2373], [-1.1812, -0.1054, 0.0514], [0.9310, 0.9159, -0.0518], [-2.1381, 0.1695, 0.2451], [1.4441, 1.8695, -0.1368], [0.0295, -2.1058, 0.0186], [-0.7728, -1.3635, -0.0081]],
  "spin_multiplicity": 1,
  "homo_energy_ev": [-9.00, -9.05],
  "lumo_energy_ha": [-0.0944, -0.0316],
  "homo_lumo_gap_ev": [6.43, 8.19],
  "e_above_lowest_kcal_mol": 86.62
}

{
  "formula": "C17H40NP3PbS",
  "method": "ωB97M-V with the def2-TZVPD basis set",
  "species": ["C", "H", "H", "H", "C", "H", "H", "H", "H", "H", "P", "H", "C", "H", "C", "H", "H", "H", "C", "C", "H", "C", "N", "H", "S", "H", "H", "C", "H", "C", "H", "H", "C", "H", "H", "H", "C", "H", "H", "H", "C", "P", "H", "C", "H", "H", "H", "H", "H", "P", "H", "C", "H", "H", "H", "H", "Pb", "H", "C", "C", "C", "H", "H"],
  "positions_angstrom": [[-0.2364, -2.9502, 2.4428], [-0.6491, -0.3947, 1.8529], [-3.1243, 4.0886, -0.5260], [4.3388, 2.4977, -0.2343], [-0.5474, -2.0698, -4.4354], [-0.6953, -3.6436, 3.1615], [1.4301, -2.2718, -0.2992], [-2.5461, 2.6131, -1.3600], [1.9924, 3.7418, -1.5387], [2.8208, 1.9596, 2.6751], [2.0167, 2.3038, 0.4245], [-1.8274, -2.7252, -0.0106], [1.0871, -4.4029, -0.5687], [-2.7137, -1.1676, 0.1270], [0.7247, -0.2818, -3.3954], [1.3926, 3.0334, 2.6574], [-0.9320, -5.0257, -0.2297], [1.4878, -4.7377, 0.3952], [-2.9190, 3.0164, -0.4068], [1.7871, -2.4138, -3.8711], [-2.0546, 1.7251, 3.0390], [-1.2601, 4.5090, 1.3528], [1.8313, -1.3446, -0.1206], [-1.4529, 5.1720, 0.4996], [0.7479, 1.2813, -2.6462], [-1.4814, -2.4398, -4.8619], [0.9611, 4.4077, -0.2434], [-0.2205, -4.4907, -0.8671], [0.0211, -3.5062, 1.5279], [-2.3793, -2.0624, 0.6726], [2.7450, 4.5395, -0.1186], [2.6676, -3.0585, -3.8302], [-2.6797, 2.2532, 2.3068], [-0.2063, 4.5934, 1.6478], [-3.2728, -2.5950, 1.0285], [-2.8480, -0.2921, 3.4880], [2.3388, 2.7959, 2.1510], [-3.4804, 1.5843, 1.9639], [-3.3391, -2.0171, 3.4349], [2.8257, -0.6751, -3.0781], [-0.4824, -0.7693, -3.9466], [-1.3883, -1.6154, 2.1076], [2.9998, 3.6736, 2.1817], [3.6283, 1.6645, -0.1476], [-0.6146, -4.1028, -1.8121], [-3.1180, 3.1385, 2.7877], [-1.3545, -0.1134, -3.9565], [3.5238, 1.1876, -1.1324], [2.3243, -1.3910, 0.7721], [-1.6400, 2.7765, 0.8887], [-1.8908, 4.8108, 2.1994], [-2.4822, -1.3295, 3.4979], [-3.8391, 2.4886, -0.1238], [-1.9426, -1.5204, 4.4368], [0.5100, -3.9311, -4.7413], [2.5217, -1.1640, -0.8506], [-0.0026, 0.4671, -0.2568], [4.0215, 0.9352, 0.5732], [1.8791, -1.0971, -3.4231], [1.9138, 3.9035, -0.4557], [0.5770, -2.9037, -4.3780], [0.6772, -2.5422, 2.8964], [1.8277, -4.1156, -1.3246]],
  "total_charge": 4,
  "spin_multiplicity": 1,
  "homo_energy_ev": [-20.98, -20.78],
  "lumo_energy_ha": [-0.5580, -0.5881],
  "homo_lumo_gap_ev": [5.80, 4.78],
  "e_above_lowest_kcal_mol": 38.73
}